Entry 1:
Computed, not measured: a molecular structure, C16H13Cl5O2SSeSiV, with ωB97M-V with the def2-TZVPD basis set.

Results
- multiplicity = 2
- ⟨S²⟩ = 0.79
- energy relative to the best compared isomer or geometry (same formula, charge and spin) (kJ/mol) = 65.4
- net charge = 0
- LUMO level (alpha / beta) (eV) = -1.7 / -1.0
- HOMO (alpha / beta) (Ha) = -0.301 / -0.311

Last column: Mulliken charge in e.
Positions of all 40 atoms, in Å:
V  0.5305  0.5813  -0.0928  0.1121
O  0.5069  4.4585  0.1136  -0.5854
C  0.0256  3.4687  -0.3683  0.3102
O  0.7063  2.3217  -0.4661  -0.5213
C  -1.3459  3.4478  -0.9594  0.5397
C  -1.9051  4.6890  -1.2577  -0.5519
C  -3.1559  4.7867  -1.8339  -0.5485
C  -3.8690  3.6275  -2.1126  -0.5096
C  -3.3344  2.3902  -1.8057  -0.8355
C  -2.0700  2.2804  -1.2233  0.5808
S  -1.6073  0.6196  -0.7987  -0.2127
H  -1.3234  5.5699  -1.0239  0.4449
H  -3.5746  5.7567  -2.0661  0.3873
H  -4.8501  3.6872  -2.5659  0.3661
H  -3.8967  1.4869  -2.0048  0.4170
Cl  3.1029  1.0520  1.0929  -0.1843
C  1.9236  0.8827  2.3565  1.1287
C  0.6360  0.5698  1.9484  -0.9228
C  -0.3142  0.3423  2.9402  0.6652
Cl  -1.9077  -0.1592  2.5224  -0.1685
C  0.0122  0.4852  4.2899  -0.0330
Cl  -1.1738  0.2235  5.5058  -0.1772
C  1.3116  0.8376  4.6598  0.5523
Cl  1.7155  1.0230  6.3179  -0.1746
C  2.2881  1.0259  3.6870  -0.2288
Cl  3.9037  1.4227  4.1145  -0.1853
C  -0.4220  -4.1791  -2.1211  -0.9541
Si  1.2361  -3.7519  -1.4058  0.1436
C  2.6040  -3.7770  -2.6609  -0.9595
C  1.6400  -4.7061  0.1339  -0.9620
Se  1.0710  -1.5427  -0.6801  0.1972
H  -0.4191  -5.2170  -2.4647  0.3473
H  -0.6566  -3.5358  -2.9697  0.3070
H  -1.2097  -4.0647  -1.3761  0.2989
H  2.7402  -4.7978  -3.0288  0.3496
H  3.5448  -3.4411  -2.2248  0.3000
H  2.3670  -3.1361  -3.5104  0.2986
H  1.7319  -5.7681  -0.1095  0.3585
H  0.8555  -4.5911  0.8822  0.3035
H  2.5823  -4.3691  0.5663  0.3067

Entry 2:
Computed, not measured: 2 unconnected molecules or ions with the total composition C16H13ClFNO4P at a distorted geometry, with ωB97M-V with the def2-TZVPD basis set.

Results
- net charge = +1
- LUMO level (eV) = -3.9
- HOMO (Ha) = -0.435

Last column: Mulliken charge in e.
Positions of all 37 atoms, in Å:
O  -1.3291  -4.7138  0.0266  -0.4055
C  -0.8884  -4.4181  -1.0366  0.6250
F  -1.4685  -3.5723  -1.8591  -0.2080
C  0.3923  -4.9687  -1.6249  -0.5882
N  1.5046  -3.9475  -1.4874  -0.1420
P  2.5336  -3.9600  0.0577  0.2970
O  1.4680  -3.2017  0.9727  -0.2893
Cl  2.4969  -5.8589  0.7507  -0.1001
H  0.2143  -5.0891  -2.6846  0.3613
H  0.6479  -5.9390  -1.2407  0.4606
H  1.0598  -3.0241  -1.5110  0.2203
H  2.1223  -3.9765  -2.2951  0.4319
H  1.9426  -2.4549  1.3582  0.3860
C  -1.7991  -0.7457  2.1642  -0.9110
C  -1.0299  -1.3244  1.1596  0.2225
C  -0.3154  -0.5283  0.2861  -0.1776
C  -0.3652  0.8512  0.3971  -0.3355
C  -1.1521  1.4362  1.3867  0.2839
C  -1.8608  0.6337  2.2755  -0.5437
C  -1.2561  2.9218  1.4928  0.6231
O  -1.9350  3.4301  2.3553  -0.6317
C  -0.5093  3.7515  0.5066  0.1152
C  -0.6341  5.1325  0.5518  -0.5262
C  0.0632  5.9190  -0.3490  -0.5044
C  0.8959  5.3302  -1.2947  -0.4994
C  1.0216  3.9533  -1.3491  -0.5380
C  0.3146  3.1581  -0.4566  0.1581
C  0.4331  1.6818  -0.5471  0.4581
O  1.1573  1.1501  -1.3681  -0.7028
H  -2.3511  -1.3694  2.8537  0.4309
H  -0.9903  -2.4005  1.0588  0.1912
H  0.2859  -0.9751  -0.4955  0.5597
H  -2.4598  1.0924  3.0492  0.5087
H  -1.2786  5.5893  1.2890  0.4857
H  -0.0395  6.9947  -0.3149  0.4113
H  1.4440  5.9483  -1.9922  0.4114
H  1.6645  3.4938  -2.0858  0.4616

Entry 3:
Computed, not measured: a single C16H13ClN2OS molecule, with ωB97M-V with the def2-TZVPD basis set.

Results
- energy relative to the best compared isomer or geometry (same formula, charge and spin) (kJ/mol) = 0.0
- net charge = 0
- LUMO level (eV) = 0.6
- SMILES = O=C(NCc1csc2ccc(Cl)cc12)Nc1ccccc1
- HOMO (Ha) = -0.310

Last column: Mulliken charge in e.
Positions of all 34 atoms, in Å:
O  -2.4080  2.1344  0.3036  -0.6713
C  -1.5059  2.2169  -0.5025  0.3833
N  -0.8546  1.1341  -1.0206  -0.1978
H  0.0370  1.2861  -1.4670  0.4577
C  -1.0781  -0.1733  -0.4540  -0.9610
C  -0.0629  -0.5640  0.5812  0.8431
C  0.8525  0.2645  1.1320  -0.3423
S  1.8807  -0.4927  2.3012  -0.2857
C  1.0624  -2.0077  2.0673  0.0779
C  1.3317  -3.2092  2.7065  -0.2100
C  0.5680  -4.3120  2.3913  -0.6569
C  -0.4544  -4.2049  1.4465  0.0944
C  -0.7331  -3.0181  0.8042  -0.7155
C  0.0347  -1.8938  1.1110  -0.2873
H  -1.5322  -2.9576  0.0832  0.4543
Cl  -1.3951  -5.6087  1.0766  -0.2237
H  0.7520  -5.2598  2.8710  0.4097
H  2.1231  -3.2747  3.4363  0.3977
H  0.9981  1.3092  0.9353  0.4566
H  -2.0724  -0.1495  0.0051  0.3723
H  -1.0790  -0.9141  -1.2613  0.3899
N  -1.0831  3.4499  -0.9509  -0.1169
C  -0.1811  3.8010  -1.9561  0.4153
C  0.5742  4.9630  -1.7972  -0.6093
C  1.4704  5.3550  -2.7722  -0.5216
C  1.6276  4.5982  -3.9219  -0.4637
C  0.8617  3.4588  -4.0974  -0.6243
C  -0.0434  3.0611  -3.1295  -0.1135
H  -0.6698  2.1993  -3.3005  0.5268
H  0.9579  2.8771  -5.0021  0.3665
H  2.3315  4.9026  -4.6810  0.3863
H  2.0503  6.2551  -2.6329  0.3621
H  0.4504  5.5553  -0.9020  0.3681
H  -1.4739  4.2135  -0.4160  0.2389

Entry 4:
Computed, not measured: a single C16H13ClN4O3 molecule at a distorted geometry, with ωB97M-V with the def2-TZVPD basis set.

Results
- energy relative to the best compared isomer or geometry (same formula, charge and spin) (kJ/mol) = 0.0
- net charge = 0
- LUMO level (eV) = 0.5
- SMILES = O=C(O)Cn1nnc(-c2ccc(OCc3ccccc3Cl)cc2)n1
- HOMO (Ha) = -0.304

Last column: Mulliken charge in e.
Positions of all 37 atoms, in Å:
O  6.5447  1.4150  -0.4981  -0.5115
C  7.0396  0.7296  0.3453  0.6165
O  8.1693  1.0308  0.9877  -0.4413
H  8.5299  1.8754  0.6729  0.3473
C  6.4856  -0.6036  0.8405  -0.6113
N  5.2436  -0.9074  0.2095  1.1143
N  5.1330  -1.6918  -0.8370  -0.7794
N  3.8971  -1.7096  -1.1684  -0.2471
C  3.2430  -0.9059  -0.2969  0.3815
N  4.0940  -0.3915  0.5879  -0.7087
C  1.8204  -0.6602  -0.3288  0.2164
C  1.2308  0.2028  0.5885  -1.0104
C  -0.1303  0.4394  0.5596  -0.1766
C  -0.9251  -0.1921  -0.3936  0.8316
C  -0.3309  -1.0573  -1.3180  -0.4110
C  1.0238  -1.2886  -1.2876  -0.7140
H  1.4887  -1.9548  -1.9972  0.4603
H  -0.9646  -1.5343  -2.0487  0.4392
O  -2.2671  -0.0370  -0.5162  -0.2723
C  -2.9540  0.7678  0.4243  -0.9084
C  -4.4270  0.6207  0.1567  0.1893
C  -5.1601  1.6527  -0.4123  -0.4432
C  -6.5113  1.5081  -0.6730  -0.6689
C  -7.1490  0.3170  -0.3716  -0.3858
C  -6.4365  -0.7271  0.1904  -0.5004
C  -5.0845  -0.5715  0.4501  0.4363
Cl  -4.2131  -1.8860  1.1540  -0.2130
H  -6.9213  -1.6609  0.4284  0.4127
H  -8.2021  0.1965  -0.5747  0.3691
H  -7.0642  2.3232  -1.1142  0.3841
H  -4.6612  2.5799  -0.6524  0.3434
H  -2.6538  1.8190  0.3178  0.5005
H  -2.7284  0.4324  1.4467  0.4844
H  -0.5593  1.1182  1.2802  0.4055
H  1.8517  0.6901  1.3243  0.4276
H  6.3474  -0.5450  1.9233  0.3287
H  7.2013  -1.3939  0.6005  0.3145

Entry 5:
Computed, not measured: a single C16H13FN2OS molecule at a distorted geometry, with ωB97M-V with the def2-TZVPD basis set.

Results
- net charge = 0
- LUMO level (eV) = 0.2
- SMILES = C[C@@](O)(c1ccncc1)c1cnc(-c2ccc(F)cc2)s1
- HOMO (Ha) = -0.312

Last column: Mulliken charge in e.
Positions of all 34 atoms, in Å:
F  4.9708  0.7810  -4.4872  -0.3085
N  1.4359  -1.8637  0.1035  -0.5967
N  -4.5580  1.2111  -0.4346  -0.6251
O  -1.8259  -1.4989  2.8138  -0.5722
S  1.1179  0.5617  0.8909  -0.2248
C  1.9332  -0.6447  -0.0707  0.3287
C  0.3927  -1.7847  0.9777  -0.5813
C  -0.0647  -0.5822  1.3920  -0.8682
C  -3.6040  0.4519  -1.1009  -0.2902
C  -4.7568  1.1514  0.8776  -0.3102
C  4.1387  1.3820  -2.3064  -0.7715
C  3.8385  -0.8545  -3.2779  -0.6877
C  3.3893  0.9568  -1.2218  -0.4155
C  3.0396  -1.1819  -2.1729  -0.3161
C  -2.5995  -0.2175  -0.3316  -0.1866
C  -3.6691  0.5696  1.6779  -0.3859
C  4.3059  0.4248  -3.3600  0.4543
C  2.8305  -0.2873  -1.1831  0.4382
C  -2.5295  0.0053  1.0897  -0.0452
C  -1.0394  0.8732  2.9341  -1.8997
C  -1.4289  -0.3682  2.0666  2.2191
H  -2.4991  -2.0017  2.3284  0.4535
H  -0.1545  -2.6290  1.3262  0.5012
H  -3.3603  0.3591  -2.1126  0.4030
H  -5.7734  1.3993  1.2709  0.3482
H  4.5423  2.3557  -2.4029  0.4832
H  3.8348  -1.6025  -4.0338  0.4081
H  3.3943  1.6897  -0.4340  0.3448
H  2.6504  -2.1038  -2.1206  0.6523
H  -1.7078  -0.5225  -0.8980  0.2793
H  -3.7252  0.5075  2.7417  0.3653
H  0.0313  0.6912  3.3099  0.4851
H  -0.9264  1.8427  2.3527  0.3700
H  -1.6237  0.9292  3.7955  0.5510

Entry 6:
Computed, not measured: a molecular structure, C16H13N2O9PtS2 at a distorted geometry, with ωB97M-V with the def2-TZVPD basis set.

Results
- multiplicity = 5
- ⟨S²⟩ = 6.04
- energy relative to the best compared isomer or geometry (same formula, charge and spin) (kJ/mol) = 98.1
- net charge = +1
- LUMO level (alpha / beta) (eV) = -4.0 / -7.2
- HOMO (alpha / beta) (Ha) = -0.422 / -0.423

Last column: Mulliken charge in e.
Positions of all 43 atoms, in Å:
Pt  0.2684  -0.0927  0.8031  1.7121
O  2.1847  2.4993  3.7371  -0.4298
C  1.5915  1.4202  3.2880  0.5725
O  1.9555  0.8171  2.2911  -0.6943
C  0.4591  1.0066  4.2187  -0.4473
O  -0.3222  -0.0446  3.6823  -0.2062
C  -1.6534  0.0089  3.8957  -0.7017
C  -2.2676  1.5195  1.7511  0.7762
O  -3.4364  1.6047  1.7243  -0.3082
O  -1.1656  1.8085  1.3514  -0.6013
H  2.9321  2.7700  3.1829  0.3969
H  0.9335  0.6417  5.1355  0.3899
H  -0.1371  1.8870  4.4659  0.4679
H  -2.1472  -0.9240  3.6558  0.3194
H  -2.0004  0.5714  4.7578  0.4274
O  1.5631  1.0105  -0.6064  -0.8824
N  2.7603  0.4978  -0.6982  0.5920
C  3.7591  1.3093  -1.0972  -0.2289
C  5.0383  0.8354  -1.2536  -0.6773
C  5.3108  -0.5116  -1.0069  -0.2683
C  4.2858  -1.3306  -0.5961  -0.7178
C  2.9931  -0.8209  -0.4279  0.7350
S  1.7133  -1.8447  0.0886  -0.1895
H  3.4661  2.3284  -1.3002  0.4930
H  5.8192  1.5102  -1.5703  0.4333
H  6.3084  -0.9050  -1.1350  0.4261
H  4.4541  -2.3764  -0.3834  0.4275
O  -4.0383  -3.8433  -1.8684  -0.6224
S  -4.2805  -2.4968  -1.4608  1.1755
O  -5.6197  -2.0268  -1.3268  -0.6170
N  -3.4191  -2.1636  -0.0880  -0.5478
C  -2.4710  -1.3154  -0.2748  0.5357
O  -1.6983  -0.9164  0.6817  -0.8102
C  -2.3615  -0.7998  -1.6884  0.8597
C  -1.4736  0.1228  -2.2153  -0.0038
C  -1.5733  0.4494  -3.5635  -0.9935
C  -2.5441  -0.1381  -4.3618  -0.4296
C  -3.4364  -1.0684  -3.8356  -0.6515
C  -3.3234  -1.3738  -2.5000  -0.2613
H  -0.7273  0.5991  -1.5965  0.2761
H  -0.8935  1.1715  -3.9961  0.4214
H  -2.6144  0.1360  -5.4053  0.4001
H  -4.1920  -1.5324  -4.4544  0.4526